1.
Computed, not measured: a structure of composition C3H3ClO2S at a distorted geometry, with ωB97M-V/def2-TZVPD.

The value obtained for the HOMO energy is -10.612 eV. The value obtained for the HOMO-LUMO gap is 11.0 eV.

```
10
Properties=species:S:1:pos:R:3:nbo_charge:R:1
Cl -2.83523 -0.11586 0.17170 0.03
S 1.22759 -0.14287 -0.04547 2.19
O 2.15002 -0.38688 -1.10264 -0.89
O 1.76089 0.12594 1.22306 -0.94
C -0.21862 -1.19294 0.14137 -0.50
C -0.14354 1.03297 -0.26184 -0.70
C -1.05034 -0.16250 0.06909 0.03
H -0.26821 -2.30043 0.45050 0.27
H -0.38904 1.70294 0.64382 0.26
H -0.23351 1.43962 -1.28960 0.26
```


2.
Computed, not measured: a cluster of 3 separate species, C39H49F5N2O3PSi in total at a distorted geometry, with ωB97M-V/def2-TZVPD.

The value obtained for the HOMO energy is -10.895 eV. The charge is +1. The value obtained for the HOMO-LUMO gap is 6.2 eV.

```
100
Properties=species:S:1:pos:R:3:mulliken_charge:R:1
P -0.34102 0.77131 -2.33437 0.93
Si -1.63844 2.90365 0.69602 -0.02
F 3.12350 4.70144 0.36631 -0.36
F -2.69900 0.30114 5.06525 -0.35
F -6.76461 -3.52560 -1.06124 -0.32
F 0.60522 3.46964 -2.95443 -0.35
F 2.32974 4.55567 -2.17950 -0.32
O 3.70118 -1.35983 0.20347 -0.30
O 4.98826 -1.71906 -2.63809 -0.48
O -0.05636 0.40921 -3.77513 -0.77
N 2.90021 -2.09497 2.44003 -0.49
N 1.89358 -0.18525 -0.92270 1.10
C 3.35685 -1.62646 1.49789 0.39
C 3.28776 1.52237 2.77184 -1.34
C 2.59221 -1.58179 -3.43628 0.03
C 1.93750 2.31849 -1.20984 0.02
C 3.20179 2.34320 -0.41823 0.63
C -0.93383 -2.79938 5.67258 -0.37
C 3.81355 1.07824 0.08257 0.62
C -6.62536 -3.87986 -4.66167 -0.39
C -0.18412 2.14860 1.67712 0.09
C -1.29126 -1.45889 5.74969 -0.51
C -2.72824 1.46823 0.09272 0.39
C -4.35328 -0.94269 -0.57254 -0.30
C -6.63162 -5.26507 -4.77973 -0.46
C -2.68849 -3.17672 4.06448 -0.48
C -6.72163 -5.47538 -2.38404 -0.44
C 0.46427 4.42769 -0.70854 -1.05
C 1.33315 3.64665 -1.76656 0.65
C -3.05384 -1.83893 4.14898 -0.29
C 1.33841 -1.54485 -1.08488 -1.14
C 5.39805 0.08482 3.39100 -1.31
C 3.98388 3.63841 -0.03896 -0.46
C 1.31147 0.98261 -1.40784 0.52
C -2.34902 -0.99518 4.98827 0.18
C -6.72082 -4.09658 -2.28089 0.35
C 5.14196 0.99553 0.89921 -1.68
C -2.64921 3.94284 1.96798 -1.28
C -2.82716 0.28703 0.99952 -0.14
C 2.14486 -2.41278 -2.16727 -0.66
C -3.49514 1.41738 -1.16599 -0.24
C -6.68229 -6.06240 -3.64229 -0.36
C -1.08128 4.09072 -0.72713 -0.66
C 3.10231 -0.15172 -0.22965 -0.45
C 4.99250 4.10288 -1.19412 -1.27
C 4.12423 -1.80506 -3.81107 -0.87
C 4.80393 1.23777 2.45018 0.67
C -1.63090 -3.65677 4.82783 -0.55
C -4.27403 0.21213 -1.47752 -0.42
C -3.60012 -0.91329 0.69626 -0.55
C -6.67564 -3.29115 -3.40437 -0.27
H 2.90540 2.49296 2.34392 0.15
H 2.01456 -1.99987 -4.31431 0.51
H 4.96035 5.20616 -1.36623 0.39
H -3.44218 2.31801 -1.82902 0.35
H 5.80380 -0.73478 2.73441 0.27
H -2.36697 5.03802 1.91236 0.34
H 2.58018 0.69484 2.50574 0.21
H 1.42882 -2.13487 -0.12460 0.41
H 6.01716 3.70398 -0.96676 0.34
H 3.01864 -2.90265 -1.64509 0.34
H 5.67433 0.02464 0.71699 0.51
H -1.34814 -4.70126 4.76570 0.40
H -6.69135 -7.14174 -3.73545 0.36
H 6.15529 0.46013 4.12186 0.29
H -3.74145 3.89290 1.68507 0.35
H 4.65244 3.56820 -2.12674 0.33
H -1.61992 5.06191 -0.50433 0.51
H -4.84676 0.12308 -2.43996 0.31
H -6.68012 -2.21349 -3.29241 0.42
H -0.20900 2.52709 2.74185 0.56
H -2.27999 0.30520 1.98241 0.18
H 4.65004 3.49062 0.86096 0.32
H 5.11715 -2.64788 -2.37141 0.32
H -0.11217 -3.17552 6.27006 0.39
H 5.80783 1.82594 0.52573 0.24
H -6.59690 -5.72325 -5.76131 0.37
H -0.25221 1.01849 1.72207 0.24
H -0.75512 -0.77454 6.39576 0.44
H 4.52539 -0.37188 3.93830 0.36
H 0.83107 4.34079 0.34320 0.23
H 4.30548 -2.81362 -4.27240 0.34
H 1.51175 -3.27419 -2.53000 0.50
H 0.83927 2.37955 1.28056 -0.99
H -1.14936 -0.23772 -1.73657 -0.04
H 5.36575 2.17688 2.74239 0.65
H 0.56372 5.52075 -0.97995 0.68
H 3.21788 1.63881 3.89588 0.52
H -3.22882 -3.84452 3.40335 0.40
H 4.49395 -1.02702 -4.52951 0.32
H -2.52024 3.54037 3.00987 0.33
H 0.26321 -1.61152 -1.36419 0.50
H -6.58221 -3.25933 -5.54870 0.36
H -3.64511 -1.78873 1.39506 0.29
H -4.94605 -1.86293 -0.79178 0.32
H -3.88102 -1.44881 3.56896 0.76
H -1.48658 3.74338 -1.71098 0.43
H -1.09080 1.97051 -2.34699 -0.09
H -6.75272 -6.08066 -1.48646 0.41
H 2.34808 -0.49043 -3.40159 -0.04
```


3.
Computed, not measured: the molecule C4H7N3S at a distorted geometry, with ωB97M-V/def2-TZVPD.

The value obtained for the HOMO energy is -8.649 eV. The value obtained for the HOMO-LUMO gap is 9.3 eV.

```
15
Properties=species:S:1:pos:R:3:nbo_charge:R:1
S 1.24906 1.81050 -0.03105 -0.10
N -3.28644 0.42211 -0.00666 -0.69
N -1.22350 -0.49911 -0.53989 -0.45
N 0.07093 -0.67064 -0.17250 -0.25
C 1.13565 0.18465 0.01237 0.10
C -2.15469 -0.08544 0.39098 0.27
C 2.05577 -0.98176 0.28902 -0.48
C 0.87041 -1.90910 -0.02243 -0.20
H -1.79882 -0.25992 1.44822 0.16
H 2.84755 -1.14311 -0.44019 0.24
H -1.32786 -0.09897 -1.46150 0.40
H 0.43033 -2.52193 0.79485 0.20
H 0.92199 -2.50022 -0.97585 0.20
H -3.90112 0.55088 0.84369 0.35
H 2.47313 -1.01129 1.30132 0.24
```


4.
Computed, not measured: the molecule C16H13FN4OS2 at a distorted geometry, with ωB97M-V/def2-TZVPD.

The value obtained for the HOMO energy is -8.195 eV. The value obtained for the HOMO-LUMO gap is 8.4 eV.

```
37
Properties=species:S:1:pos:R:3:nbo_charge:R:1
S 1.84212 2.77473 0.24141 0.32
S 0.85502 -1.39312 2.73438 0.35
F -5.08072 -3.54556 -3.09111 -0.32
O -1.32510 2.96134 2.32067 -0.59
N -0.39950 1.42751 0.10335 -0.26
N 2.23772 0.73097 2.28472 -0.52
N -0.04372 1.16107 2.71778 -0.64
N -1.25659 0.58559 -0.36815 -0.19
C -3.38250 -0.82269 -1.44391 -0.15
C -1.04564 -0.04175 -1.51737 0.14
C 0.97954 3.22112 1.78807 -0.63
C 1.03864 1.09436 -1.76431 -0.22
C 1.04178 0.35405 2.55967 0.28
C 3.10412 -0.31593 2.17977 0.15
C 0.12078 0.21302 -2.27150 -0.18
C -2.82382 -2.89237 -3.21127 -0.28
C -4.09944 -2.70429 -2.70988 0.41
C -1.82017 -2.02493 -2.82482 -0.18
C 0.73360 1.68839 -0.52561 0.02
C 2.54538 -1.53390 2.39444 -0.46
C -2.08806 -0.97795 -1.94393 -0.09
C 4.52941 -0.03765 1.85456 -0.63
C -0.24771 2.43301 2.19891 0.73
C -4.39358 -1.68075 -1.82525 -0.28
H 0.67461 4.26283 1.67942 0.25
H 4.99236 0.51740 2.66879 0.23
H 4.58483 0.57753 0.95860 0.23
H -0.90895 0.69977 2.97287 0.42
H -3.57552 -0.01598 -0.75498 0.24
H 0.27579 -0.25832 -3.22940 0.22
H 5.07305 -0.96466 1.69806 0.22
H -5.39849 -1.56829 -1.45054 0.23
H -2.62957 -3.70842 -3.88928 0.23
H 3.01228 -2.49693 2.37885 0.24
H -0.82001 -2.18419 -3.19779 0.21
H 1.74307 3.12171 2.56021 0.26
H 1.95501 1.34328 -2.27543 0.23
```


5.
Computed, not measured: the molecule C3H4N2O2, with ωB97M-V/def2-TZVPD.

The value obtained for the HOMO energy is -8.558 eV. The value obtained for the HOMO-LUMO gap is 9.2 eV.

```
11
Properties=species:S:1:pos:R:3:nbo_charge:R:1
O 2.93137 -0.47474 0.11305 -0.61
O 1.36686 1.19129 0.09350 -0.45
N 0.63461 -0.86758 -0.05924 -0.62
N -1.79106 -0.55649 0.04572 -0.83
C -0.48960 -0.03487 -0.02344 0.24
C -0.01422 1.21202 0.04024 0.00
C 1.78333 -0.11663 0.05272 0.86
H -2.20256 -0.74324 -0.86304 0.38
H -0.50471 2.17298 0.08356 0.21
H 0.63469 -1.87350 -0.03188 0.43
H -2.39752 0.06579 0.56720 0.39
```